(P)
DFT (wB97M-V/def2-TZVPD) results for an isolated molecule of C4H8FN.

frontier orbital gap	10.208	eV
charge	0
SMILES string	C[C@@H]1NC[C@@H]1F

Each line ends with the Mulliken charge.
Positions of all 14 atoms, in Å:
C  1.77719  -0.04506  -0.27293  -1.297
C  0.56017  -0.42582  0.54548  0.198
C  -1.36551  -0.47490  -0.34819  -0.640
C  -0.61005  0.54499  0.49562  0.267
H  2.50386  -0.95184  -0.22068  0.314
H  1.56095  -0.00994  -1.32835  0.327
H  2.29215  0.85804  0.13074  0.309
H  0.93856  -0.60032  1.56863  0.333
H  -0.62530  -2.21040  0.33084  0.279
H  -2.30244  -0.76245  0.15772  0.264
H  -1.64552  -0.23342  -1.34869  0.269
H  -1.05225  0.90993  1.46994  0.278
N  -0.22838  -1.42296  -0.18769  -0.557
F  -0.24912  1.70732  -0.21847  -0.346

---

(Q)
DFT (wB97M-V/def2-TZVPD) results for an isolated molecule of C4H8FN.

frontier orbital gap	10.290	eV
charge	0
SMILES string	C[C@H](N)/C=C\F

Each line ends with the Mulliken charge.
Positions of all 14 atoms, in Å:
C  0.18807  1.51510  -0.94204  -1.437
C  0.05079  0.43127  0.11321  0.677
C  -0.63555  -0.79246  -0.43191  -0.490
C  -1.07131  -1.78844  0.38631  -0.140
H  -0.73638  1.92995  -1.29545  0.354
H  0.80039  2.23179  -0.46954  0.383
H  0.73909  1.12064  -1.79563  0.337
H  -0.55533  0.76563  0.89931  0.260
H  1.64062  0.80423  1.34554  0.238
H  1.16821  -0.75359  1.27639  0.283
H  -0.64428  -1.07333  -1.50495  0.216
H  -1.12964  -2.83531  -0.00070  0.308
N  1.31562  0.07389  0.72935  -0.744
F  -1.13030  -1.62937  1.69010  -0.247

---

Relative energy of each structure, in hartree: (P) 0.0047; (Q) 0.0000.

---

(P)
DFT (wB97M-V/def2-TZVPD) results for an isolated molecule of C6H15N3.

frontier orbital gap	8.128	eV
charge	0

Each line ends with the Mulliken charge.
Positions of all 24 atoms, in Å:
C  -1.40629  1.16973  -0.64422  -1.162
C  -0.06831  -0.00359  -2.27141  -1.127
N  -0.27186  0.23356  -0.82910  0.477
C  -0.59759  -1.21668  0.14414  0.056
N  -1.83283  -1.29236  0.49799  -0.834
H  -2.05306  -2.14491  1.00227  0.212
H  -0.06590  -1.97819  -0.42766  0.375
H  -2.29331  0.76260  -1.12367  0.394
H  -1.61226  1.23760  0.42008  0.408
H  -1.16458  2.14195  -1.07526  0.356
H  -0.99576  -0.39187  -2.69007  0.380
H  0.19359  0.92756  -2.77296  0.383
H  0.74559  -0.70668  -2.42209  0.377
C  0.12240  -0.43705  2.61182  -0.954
N  0.59480  -0.73349  1.27401  -0.282
C  0.97600  0.73268  -0.06649  0.076
C  2.18624  0.83974  -0.68686  -1.061
H  1.45006  -1.27430  1.25647  0.318
H  0.69287  1.53201  0.61027  0.223
H  -0.94150  -0.69682  2.69574  0.324
H  0.23055  0.62720  2.85459  0.209
H  0.65020  -1.01054  3.37417  0.354
H  2.54286  0.15819  -1.44587  0.216
H  2.91808  1.52366  -0.28590  0.280

---

(Q)
DFT (wB97M-V/def2-TZVPD) results for a 2-piece molecular cluster, C6H15N3 overall.

frontier orbital gap	8.542	eV
charge	0
SMILES string	CC[C@H](C)N.[H]/N=C/N=C

Each line ends with the Mulliken charge.
Positions of all 24 atoms, in Å:
C  1.16015  1.20325  -0.89914  0.307
C  1.84407  -0.25444  -0.87821  -0.665
C  0.92515  1.73035  0.50944  -1.267
C  1.12011  -1.30492  -0.07362  -0.891
N  -0.05467  1.29671  -1.65856  -0.620
H  1.90106  1.84028  -1.40150  0.302
H  0.07478  0.94894  -2.60208  0.270
H  -0.82545  0.79313  -1.22995  0.339
H  1.90420  -0.56616  -1.92201  0.338
H  2.86109  -0.12124  -0.50986  0.363
H  1.82846  1.64698  1.11120  0.348
H  0.63279  2.77775  0.45278  0.371
H  0.11455  1.18434  0.98288  0.161
H  1.03654  -1.07009  1.01736  0.144
H  1.61128  -2.27030  -0.16378  0.395
H  0.08942  -1.39767  -0.40094  0.225
C  -2.64796  -0.63283  0.42560  -0.107
C  -1.02031  -1.01581  2.13500  -0.449
N  -1.83870  -0.33987  1.45825  -0.304
N  -2.45386  -0.24306  -0.76300  -0.488
H  -3.21537  -0.44461  -1.40538  0.167
H  -3.58360  -1.11346  0.78014  0.360
H  -0.60835  -0.55965  3.02763  0.340
H  -0.85537  -2.08761  2.00773  0.363

---

(R)
DFT (wB97M-V/def2-TZVPD) results for an isolated molecule of C6H15N3.

frontier orbital gap	7.969	eV
charge	0
SMILES string	[H]/N=C(\C)[C@H](N)[C@H](C)NC

Each line ends with the Mulliken charge.
Positions of all 24 atoms, in Å:
C  0.64509  1.87557  -1.48122  -1.084
C  1.87437  -0.99504  0.54390  -1.649
N  0.28134  0.55718  -0.97442  -0.207
C  1.00695  0.20194  0.84505  1.023
N  1.41518  1.12370  1.65144  -0.899
H  0.66175  -0.24691  -1.46105  0.390
H  2.23301  0.83800  2.19087  0.227
H  -0.19311  2.28951  -2.04656  0.328
H  1.51590  1.82625  -2.13968  0.345
H  0.88067  2.54796  -0.65670  0.345
H  2.67043  -0.68874  -0.14433  0.329
H  1.27681  -1.80347  0.12453  0.371
H  2.38398  -1.32291  1.45228  0.485
C  -1.86958  -0.73614  -1.25046  -1.411
N  -1.28014  -1.35568  1.55057  -0.577
C  -0.86062  -0.05120  1.06871  -0.303
C  -1.16669  0.26973  -0.35129  0.048
H  -1.83604  -1.30095  2.40754  0.240
H  -0.56660  -2.04794  1.74846  0.214
H  -1.19256  0.76327  1.71783  0.387
H  -1.68795  1.22935  -0.37612  0.329
H  -2.92474  -0.79632  -0.96673  0.400
H  -1.82480  -0.44120  -2.30394  0.386
H  -1.44265  -1.73594  -1.14868  0.285

---

Relative energy of each structure, in hartree: (P) 0.1200; (Q) 0.0000; (R) 0.0667.

---

(P)
DFT (wB97M-V/def2-TZVPD) results for an isolated molecule of C7H11NS2.

frontier orbital gap	8.206	eV
charge	0
SMILES string	CC(C)Cc1csc(=S)[nH]1

Each line ends with the Mulliken charge.
Positions of all 21 atoms, in Å:
C  -2.71635  -0.62931  0.43666  -1.181
C  -1.16385  -0.47406  0.59216  0.634
C  -0.69777  0.80570  1.42389  -1.170
C  -0.46464  -0.35392  -0.80008  -0.825
C  1.08528  -0.23261  -0.82857  0.157
C  1.92105  -1.20801  -1.19185  -0.176
C  3.13365  1.00389  -0.87857  0.119
H  -3.23610  0.39909  0.52333  0.290
H  -3.04095  -1.30361  -0.58579  0.267
H  -3.03774  -1.29357  1.30222  0.332
H  -0.65670  -1.31328  1.15577  0.293
H  0.48384  0.91732  1.24481  0.149
H  -0.96574  0.67414  2.51506  0.331
H  -1.29890  1.75580  1.14391  0.337
H  -0.85183  0.52877  -1.45789  0.224
H  -0.79057  -1.38575  -1.30716  0.287
H  1.53607  -2.29031  -1.16517  0.295
H  1.36403  1.83836  0.22036  0.389
N  1.70103  0.97121  -0.54301  -0.276
S  3.56686  -0.62731  -1.33936  -0.122
S  4.12932  2.21747  -0.46074  -0.354

---

(Q)
DFT (wB97M-V/def2-TZVPD) results for an isolated molecule of C7H11NS2.

frontier orbital gap (alpha / beta)	7.451 / 7.454	eV
charge	0

Each line ends with the Mulliken charge.
Positions of all 21 atoms, in Å:
C  0.86559  1.63795  0.30293  0.299
C  -1.84920  1.53417  -0.02253  0.067
C  2.09913  2.06033  0.36157  -0.664
C  -0.44410  -0.44270  0.30058  0.632
C  -0.59238  -0.59436  1.77130  -1.812
C  0.85352  -1.40521  -1.69573  -1.259
C  -0.01469  -1.58563  -0.43426  -0.600
N  -1.37778  0.26814  -0.28525  -0.097
S  -3.42579  1.97957  -0.13938  -0.287
S  -0.49676  2.67151  0.24539  -0.163
H  2.47787  3.12738  0.49814  0.221
H  2.93739  1.33636  0.42404  0.219
H  -0.99425  0.27764  2.19041  0.484
H  0.30449  -0.78636  2.30024  0.428
H  -1.38901  -1.26922  2.06082  0.390
H  0.54537  -0.73410  -2.46630  0.357
H  0.99625  -2.35815  -2.24023  0.403
H  1.94648  -1.11769  -1.66772  0.292
H  0.46297  -2.23023  0.25875  0.346
H  -0.90191  -2.06466  -0.79591  0.357
H  -2.00319  -0.30476  -0.96686  0.389

---

Relative energy of each structure, in hartree: (P) 0.0000; (Q) 0.0654.

---

(P)
DFT (wB97M-V/def2-TZVPD) results for an isolated molecule of C18H16Cl2N2O2.

frontier orbital gap	7.527	eV
charge	0
SMILES string	CCNc1ccc([C@@]2(C)C(=O)Nc3cc(Cl)cc(Cl)c3C2=O)cc1

Each line ends with the Mulliken charge.
Positions of all 40 atoms, in Å:
O  -0.84257  -2.80067  -2.42382  -0.645
O  -3.52854  -1.57594  0.77660  -0.668
Cl  -2.59955  3.41860  -4.48111  -0.199
Cl  -0.01028  -1.21598  -4.73732  -0.177
C  -1.25409  -1.82387  -1.78496  -0.068
C  -2.69987  -1.19099  0.00563  -0.165
C  -1.49962  0.91821  -4.37078  -0.424
C  -2.78428  1.55154  -2.45021  -0.653
C  1.91856  -0.06925  0.65451  -0.592
C  0.49275  -0.07442  2.55237  -1.267
C  1.00622  -0.83810  -0.04463  -0.517
C  -0.43322  -0.80032  1.81303  -0.171
C  -2.29609  1.84965  -3.74342  -0.025
C  -1.11759  -0.24366  -3.76455  -0.153
C  -1.60008  -0.55347  -2.46378  0.588
C  -2.45593  0.33274  -1.80675  -0.044
C  1.68463  0.33650  1.98148  1.267
C  -0.24486  -1.19575  0.49103  -0.842
N  -3.04781  -0.03909  -0.62990  -0.101
N  2.52616  1.13344  2.77357  -0.244
C  -1.48956  -3.44986  0.24555  -1.803
C  4.19873  2.77657  3.27442  -1.399
C  -1.38865  -1.95650  -0.26494  2.742
C  3.84255  1.68637  2.31401  -0.302
H  -1.11448  1.16716  -5.36861  0.408
H  -3.43462  2.27818  -2.00856  0.468
H  2.83313  0.24574  0.15810  0.304
H  0.33725  0.16627  3.59406  0.268
H  1.30510  -1.18868  -1.02819  0.490
H  -1.32062  -1.09457  2.34143  0.476
H  -3.97788  0.27141  -0.40869  0.302
H  2.26791  1.31988  3.73771  0.242
H  -1.51867  -3.49070  1.33693  0.383
H  -2.33568  -3.97226  -0.19896  0.364
H  -0.60006  -3.94192  -0.11550  0.477
H  5.10920  3.27456  2.91868  0.393
H  4.40273  2.33551  4.24446  0.334
H  3.35981  3.50191  3.32901  0.340
H  3.71596  2.05394  1.29096  0.326
H  4.59395  0.89784  2.26114  0.287

---

(Q)
DFT (wB97M-V/def2-TZVPD) results for an isolated molecule of C18H16Cl2N2O2.

frontier orbital gap	9.129	eV
charge	0
SMILES string	O=C(Nc1ccc(Cl)cc1)[C@H]1CCC(=O)N1Cc1ccccc1Cl

Each line ends with the Mulliken charge.
Positions of all 40 atoms, in Å:
O  -0.14294  -1.48215  -2.02034  -0.659
C  -0.59103  -1.24771  -0.92178  -0.047
N  0.13253  -1.03131  0.20596  0.139
C  1.51298  -0.86437  0.33613  0.246
C  2.39143  -1.00050  -0.73450  -0.350
C  3.74454  -0.79098  -0.54903  -0.827
C  4.22660  -0.45274  0.70497  0.417
C  3.36355  -0.32795  1.78247  -0.825
C  2.01169  -0.53401  1.59490  -0.308
H  1.33441  -0.42595  2.42924  0.420
H  3.74713  -0.06835  2.75647  0.425
Cl  5.91913  -0.18100  0.93058  -0.231
H  4.42505  -0.88986  -1.37970  0.424
H  2.01043  -1.25932  -1.70756  0.521
H  -0.39617  -0.80028  1.03911  0.199
C  -2.10285  -1.21445  -0.65496  0.079
N  -2.49801  -0.03400  0.07696  0.287
C  -3.27977  -0.26548  1.16124  0.572
O  -3.77967  0.58924  1.85240  -0.648
C  -3.41265  -1.76865  1.33470  -0.632
H  -4.46745  -2.02424  1.22810  0.304
C  -2.54629  -2.39343  0.23948  -0.795
H  -1.67521  -2.89122  0.66691  0.277
H  -3.09400  -3.13170  -0.34235  0.426
H  -3.10731  -2.05588  2.34019  0.303
C  -2.34938  1.28394  -0.50162  -1.613
C  -0.90971  1.69025  -0.67564  0.511
C  -0.34605  1.78013  -1.94189  -0.434
C  0.97861  2.14074  -2.11177  -0.836
C  1.76368  2.42925  -1.00950  -0.477
C  1.22504  2.34866  0.26211  -0.555
C  -0.09878  1.97523  0.42084  0.764
Cl  -0.74311  1.83322  2.02682  -0.123
H  1.82690  2.56500  1.13008  0.433
H  2.79745  2.71133  -1.13344  0.447
H  1.39593  2.19403  -3.10499  0.407
H  -0.95505  1.55459  -2.80447  0.392
H  -2.85408  1.31109  -1.47505  0.403
H  -2.85964  1.96794  0.18493  0.466
H  -2.59792  -1.23911  -1.63602  0.499

---

Relative energy of each structure, in hartree: (P) 0.0576; (Q) 0.0000.

---

(P)
DFT (wB97M-V/def2-TZVPD) results for a 2-piece molecular cluster, C3H11N overall.

frontier orbital gap	11.481	eV
charge	0
SMILES string	CCC.N

Each line ends with the Mulliken charge.
Positions of all 15 atoms, in Å:
N  0.31230  0.10032  -2.73020  -0.771
H  0.73706  0.76224  -2.06007  0.273
H  0.80632  -0.80930  -2.64847  0.262
H  -0.45084  -0.31313  -2.18699  0.261
C  -0.95059  1.00237  0.67242  -0.899
C  -0.22392  -0.08656  1.56016  -0.153
C  0.76272  -0.94979  0.83544  -0.997
H  -1.66960  0.49532  0.00641  0.236
H  -1.47495  1.78942  1.24218  0.290
H  -0.12837  1.46610  0.09947  0.177
H  0.46488  0.52435  2.24100  0.220
H  -0.94996  -0.76028  2.04927  0.293
H  1.16586  -1.68763  1.56642  0.301
H  1.51315  -0.32899  0.32392  0.307
H  0.27111  -1.63643  0.07015  0.199

---

(Q)
DFT (wB97M-V/def2-TZVPD) results for a 2-piece molecular cluster, C3H11N overall.

frontier orbital gap	11.152	eV
charge	0
SMILES string	CCC.N

Each line ends with the Mulliken charge.
Positions of all 15 atoms, in Å:
N  -0.69176  3.42686  1.25593  -0.648
H  0.03914  4.10008  1.52449  0.228
H  -1.26038  3.23990  2.08397  0.223
H  -0.20848  2.50847  1.04033  0.199
C  1.44785  -1.11469  -0.92882  -1.026
C  0.23486  -1.68544  -0.22761  -0.207
C  -1.06637  -0.97226  -0.46529  -1.220
H  1.44079  -1.30995  -2.01902  0.286
H  2.20875  -1.59701  -0.38203  0.324
H  1.50801  -0.07906  -0.83075  0.324
H  0.32628  -1.63082  0.90120  0.235
H  0.04681  -2.78584  -0.33494  0.292
H  -1.78742  -0.96767  0.26312  0.416
H  -0.79205  0.06500  -0.45293  0.257
H  -1.44604  -1.19758  -1.42765  0.317

---

Relative energy of each structure, in hartree: (P) 0.0000; (Q) 0.0034.